{"formula": "C6H13NOP", "method": "the ωB97M-V functional and the def2-TZVPD basis", "total_charge": 1, "orbital_gap_ev": 9.47, "fmax_ev_per_a": 0.92, "e_above_lowest_kcal_mol": 0.0, "elements": ["P", "O", "N", "C", "C", "C", "C", "C", "C", "H", "H", "H", "H", "H", "H", "H", "H", "H", "H", "H", "H", "H"], "xyz": [[-2.05749, 1.18468, -0.71482], [0.56117, -0.29326, -1.84470], [1.71530, -0.91684, 0.41397], [0.47395, 0.29143, -0.69017], [-0.62750, 0.40440, 1.56680], [1.23046, 1.54740, -0.45215], [-1.18465, -1.45798, -0.04067], [-0.73401, -0.00786, 0.10102], [2.69607, -1.47399, 0.57162], [-3.07119, 0.67800, 0.10323], [2.13288, 1.59720, -1.05913], [1.49228, 1.67929, 0.59310], [0.58191, 2.38501, -0.73235], [-0.48026, -2.10479, 0.47964], [-1.22570, -1.76841, -1.08111], [-1.48608, 0.02495, 2.11405], [-2.16546, -1.59666, 0.40698], [0.26870, -0.02560, 2.01081], [3.60192, -1.99754, 0.74535], [-0.60110, 1.48529, 1.69109], [1.25157, 0.06431, -2.42934], [-2.37277, 0.30097, -1.75323]], "atomic_forces_ev_per_a": [[0.499, -0.079, 0.196], [-0.083, -0.112, -0.228], [0.685, -0.344, 0.041], [-0.558, 0.730, 0.092], [0.058, 0.156, -0.144], [0.189, 0.271, -0.124], [0.137, -0.002, -0.091], [-0.818, 0.008, -0.312], [-0.071, -0.032, 0.132], [-0.205, -0.023, 0.235], [0.047, -0.030, -0.015], [-0.035, -0.087, 0.001], [-0.008, -0.096, -0.038], [0.041, -0.119, 0.079], [-0.081, -0.047, -0.021], [-0.080, 0.001, -0.020], [-0.024, 0.041, 0.000], [0.000, 0.002, 0.105], [0.371, -0.240, 0.071], [0.027, 0.070, 0.085], [-0.048, 0.052, 0.250], [-0.043, -0.118, -0.294]], "nbo_charge": [0.346, -0.615, -0.373, 0.727, -0.629, -0.742, -0.620, -0.340, 0.269, 0.006, 0.240, 0.272, 0.287, 0.221, 0.233, 0.246, 0.238, 0.230, 0.270, 0.226, 0.516, -0.008]}